(1)
Computed, not measured: the molecule CN4O6S in a non-equilibrium geometry, with ωB97M-V/def2-TZVPD.

Element x y z (Å)
N (2.29, 2.47, 0.20)
C (1.67, 1.53, 0.39)
O (0.82, 0.55, 0.57)
S (1.23, -1.04, 0.19)
O (2.57, -0.87, -0.14)
O (0.70, -1.90, 1.16)
O (0.49, -1.17, -1.41)
N (-0.71, -0.78, -1.36)
N (-1.06, -0.54, -0.22)
N (-2.28, 0.02, 0.17)
O (-3.15, -0.64, 0.62)
O (-2.30, 1.21, 0.18)

**SMILES string**: N#COS(=O)(=O)O/N=N/[N+](=O)[O-]
**Orbital gap**: 10.8035 eV
**LUMO energy**: -1.2 eV
**Multiplicity**: 1


(2)
Computed, not measured: a cluster of 7 separate species, C46H88Cl2N3O14PS in total in a non-equilibrium geometry, with ωB97M-V/def2-TZVPD.

Element x y z (Å)
C (-7.07, 1.52, 1.08)
C (-5.84, 1.15, 0.80)
C (-4.35, 0.75, 0.37)
C (-3.36, 0.18, 1.51)
C (-3.92, -0.02, 3.01)
Cl (-5.01, -1.48, 3.37)
C (-3.60, 0.86, 4.11)
C (-4.24, 0.53, 5.57)
Cl (-2.53, 2.34, 3.82)
C (-1.91, -0.18, 1.04)
O (-1.01, -0.69, 2.06)
C (-0.09, 0.45, 2.30)
C (0.41, 0.55, 3.83)
C (2.00, 0.14, 3.83)
C (2.04, -1.46, 3.63)
C (-1.40, -0.01, -0.48)
N (-0.04, -0.41, -0.77)
C (0.31, -0.27, -2.16)
P (2.08, -0.84, -2.64)
S (3.16, 0.54, -3.47)
C (-0.70, 0.32, -3.22)
C (-0.16, 0.43, -4.76)
C (0.07, -1.04, -5.45)
C (-1.19, -1.98, -5.03)
N (-0.93, -2.85, -3.81)
N (-2.06, 0.76, -3.00)
C (-2.36, 0.54, -1.59)
C (-3.85, 0.92, -1.12)
O (-4.81, 1.44, -2.06)
C (-5.21, 0.43, -3.04)
C (-6.67, 0.73, -3.72)
H (-8.12, 1.82, 1.45)
H (-4.13, 1.40, 6.31)
H (-3.77, -0.42, 6.05)
H (-5.38, 0.29, 5.47)
H (0.85, 0.30, 1.62)
H (-0.59, 1.43, 1.98)
H (-0.21, -0.06, 4.58)
H (0.33, 1.66, 4.17)
H (2.51, 0.69, 2.95)
H (2.46, 0.52, 4.82)
H (1.80, -1.70, 2.52)
H (1.22, -1.94, 4.29)
H (3.11, -1.83, 3.91)
H (2.05, -2.08, -3.40)
H (2.75, -1.20, -1.40)
H (0.74, 1.13, -4.87)
H (-1.01, 0.92, -5.39)
H (1.10, -1.49, -5.23)
H (-0.02, -0.85, -6.59)
H (-1.47, -2.72, -5.89)
H (-2.16, -1.38, -4.82)
H (-1.37, -2.39, -3.00)
H (0.08, -2.91, -3.61)
H (-4.44, 0.45, -3.93)
H (-5.16, -0.66, -2.64)
H (-6.53, 0.66, -4.87)
H (-7.04, 1.81, -3.52)
H (-7.44, -0.07, -3.37)
C (-10.30, 2.27, 3.55)
O (-9.58, 1.07, 3.32)
C (-8.74, 0.72, 4.43)
C (-9.37, -0.39, 5.27)
O (-10.55, 0.07, 5.94)
C (-11.74, -0.37, 5.29)
H (-11.06, 2.37, 2.78)
H (-10.78, 2.28, 4.53)
H (-9.62, 3.13, 3.47)
H (-8.52, 1.60, 5.04)
H (-7.80, 0.35, 4.01)
H (-8.66, -0.68, 6.05)
H (-9.59, -1.27, 4.66)
H (-11.89, -1.43, 5.49)
H (-11.70, -0.19, 4.21)
H (-12.58, 0.19, 5.71)
C (8.11, 3.88, -2.59)
O (7.72, 2.55, -2.26)
C (6.54, 2.14, -2.95)
C (6.87, 1.23, -4.13)
O (7.57, 1.94, -5.15)
C (8.97, 1.67, -5.13)
H (9.11, 4.05, -2.20)
H (8.11, 4.05, -3.67)
H (7.43, 4.60, -2.11)
H (5.96, 3.02, -3.28)
H (5.92, 1.59, -2.23)
H (5.93, 0.88, -4.57)
H (7.44, 0.36, -3.79)
H (9.16, 0.67, -5.52)
H (9.38, 1.76, -4.12)
H (9.46, 2.40, -5.77)
C (-7.00, 4.53, -4.42)
O (-7.97, 4.58, -3.39)
C (-7.67, 5.57, -2.41)
C (-8.53, 6.82, -2.60)
O (-8.20, 7.50, -3.81)
C (-9.13, 7.24, -4.85)
H (-7.39, 3.92, -5.24)
H (-6.77, 5.53, -4.82)
H (-6.08, 4.07, -4.05)
H (-6.61, 5.83, -2.42)
H (-7.90, 5.13, -1.43)
H (-8.34, 7.51, -1.78)
H (-9.60, 6.57, -2.58)
H (-10.06, 7.79, -4.65)
H (-9.35, 6.18, -4.95)
H (-8.71, 7.60, -5.79)
C (5.77, 0.23, 4.47)
O (5.08, 0.47, 5.69)
C (5.39, -0.48, 6.70)
C (6.37, 0.09, 7.72)
O (7.65, 0.33, 7.13)
C (7.86, 1.70, 6.83)
H (5.66, 1.10, 3.83)
H (6.84, 0.06, 4.65)
H (5.35, -0.64, 3.97)
H (5.79, -1.40, 6.25)
H (4.46, -0.73, 7.21)
H (6.52, -0.64, 8.52)
H (5.97, 1.01, 8.17)
H (8.04, 2.26, 7.76)
H (7.01, 2.14, 6.30)
H (8.75, 1.78, 6.20)
C (8.71, -4.43, -9.46)
O (7.92, -3.39, -8.90)
C (7.96, -3.39, -7.47)
C (8.89, -2.30, -6.95)
O (10.26, -2.58, -7.27)
C (10.71, -1.81, -8.38)
H (8.81, -4.25, -10.53)
H (9.71, -4.47, -9.02)
H (8.22, -5.40, -9.32)
H (8.26, -4.38, -7.09)
H (6.95, -3.18, -7.13)
H (8.83, -2.28, -5.85)
H (8.60, -1.32, -7.32)
H (10.87, -0.77, -8.06)
H (10.01, -1.83, -9.21)
H (11.67, -2.22, -8.71)
C (0.06, -4.94, 4.76)
O (1.26, -4.61, 5.45)
C (1.24, -5.06, 6.81)
C (2.06, -6.34, 6.98)
O (1.45, -7.44, 6.31)
C (2.10, -7.73, 5.07)
H (0.23, -4.77, 3.69)
H (-0.23, -5.98, 4.90)
H (-0.75, -4.28, 5.10)
H (0.21, -5.20, 7.15)
H (1.69, -4.27, 7.41)
H (2.09, -6.59, 8.05)
H (3.09, -6.19, 6.65)
H (3.06, -8.22, 5.27)
H (2.25, -6.84, 4.47)
H (1.46, -8.43, 4.52)

**SMILES string**: C#Cc1c(/C(Cl)=C(/C)Cl)c(OCCCC)c2nc([PH2]=S)c(CCCN)nc2c1OCC.COCCOC.COCCOC.COCCOC.COCCOC.COCCOC.COCCOC
**Orbital gap**: 6.8122 eV
**LUMO energy**: -1.6 eV
**Multiplicity**: 1


(3)
Computed, not measured: the molecule C4H6OS in a non-equilibrium geometry, with ωB97M-V/def2-TZVPD.

Element x y z (Å)
C (-1.38, 0.61, 0.11)
C (0.10, 0.30, -0.34)
C (0.26, -1.41, -0.40)
O (-0.43, -2.03, 0.36)
C (1.19, 0.56, 0.59)
S (2.75, 0.71, 0.01)
H (-1.52, 0.32, 1.05)
H (-1.88, 0.03, -0.65)
H (-1.45, 1.62, 0.10)
H (0.44, 0.52, -1.39)
H (1.00, -1.72, -1.04)
H (0.91, 0.51, 1.61)

**SMILES string**: C[C@H](C=O)C=S
**Orbital gap**: 8.1933 eV
**LUMO energy**: -0.6 eV
**Multiplicity**: 1


(4)
Computed, not measured: a structure of composition C44H29BaN7O8SeTe in a non-equilibrium geometry, with ωB97M-V/def2-TZVPD.

Element x y z (Å)
Ba (0.82, 1.41, -0.29)
O (1.60, -2.98, -1.83)
C (1.47, -1.62, -1.60)
O (1.92, -1.12, -0.54)
C (0.95, -0.85, -2.70)
C (0.85, -1.32, -4.03)
C (0.39, -0.44, -4.99)
C (0.09, 0.88, -4.64)
C (0.30, 1.28, -3.33)
N (0.70, 0.44, -2.39)
C (0.17, 2.74, -2.87)
O (-0.54, 3.49, -3.55)
O (0.84, 3.01, -1.84)
H (2.02, -3.32, -1.03)
H (1.15, -2.32, -4.27)
H (0.31, -0.76, -6.02)
H (-0.25, 1.61, -5.37)
Se (-4.20, 7.84, -0.89)
N (-2.95, 7.46, 0.32)
C (-2.58, 6.22, 0.11)
C (-1.58, 5.55, 0.90)
C (-0.97, 6.15, 2.00)
C (0.01, 5.47, 2.69)
C (0.38, 4.20, 2.23)
N (-0.21, 3.60, 1.22)
C (-1.20, 4.23, 0.57)
C (-1.91, 3.51, -0.49)
N (-1.59, 2.23, -0.71)
C (-2.22, 1.57, -1.66)
C (-3.24, 2.11, -2.44)
C (-3.59, 3.42, -2.22)
C (-2.91, 4.15, -1.24)
C (-3.24, 5.53, -0.96)
N (-4.14, 6.21, -1.62)
H (-1.30, 7.14, 2.30)
H (0.49, 5.90, 3.55)
H (1.18, 3.65, 2.70)
H (-1.92, 0.54, -1.81)
H (-3.73, 1.51, -3.19)
H (-4.38, 3.90, -2.79)
C (-4.73, -6.70, -1.79)
C (-3.92, -5.47, -1.45)
C (-3.37, -4.65, -2.42)
C (-2.62, -3.53, -2.09)
C (-2.04, -2.72, -3.22)
C (-2.38, -3.18, -0.75)
Te (-0.92, -1.62, -0.37)
C (-2.93, -4.02, 0.24)
C (-2.73, -3.82, 1.72)
C (-3.69, -5.13, -0.13)
H (-4.86, -6.80, -2.87)
H (-5.72, -6.65, -1.33)
H (-4.23, -7.60, -1.42)
H (-3.52, -4.90, -3.47)
H (-2.51, -2.98, -4.17)
H (-0.97, -2.92, -3.29)
H (-2.16, -1.65, -3.04)
H (-2.39, -2.82, 1.93)
H (-1.99, -4.53, 2.10)
H (-3.66, -3.99, 2.26)
H (-4.10, -5.76, 0.66)
N (10.78, -0.41, -0.19)
C (9.69, -0.05, -0.08)
C (8.35, 0.39, 0.07)
C (7.36, 0.05, -0.86)
C (6.06, 0.48, -0.68)
C (5.70, 1.26, 0.44)
C (6.70, 1.59, 1.36)
C (8.00, 1.17, 1.18)
C (4.35, 1.66, 0.59)
C (3.16, 1.96, 0.65)
H (7.63, -0.55, -1.72)
H (5.29, 0.22, -1.39)
H (6.44, 2.19, 2.22)
H (8.78, 1.42, 1.90)
O (-1.71, -0.91, 1.69)
C (-0.65, -0.37, 2.14)
O (0.10, 0.29, 1.37)
C (-0.19, -0.72, 3.51)
C (1.07, -0.28, 3.90)
C (1.63, -0.75, 5.08)
C (0.96, -1.67, 5.86)
C (-0.31, -2.10, 5.46)
C (-0.89, -1.61, 4.30)
N (-1.01, -3.07, 6.26)
O (-0.48, -3.47, 7.28)
O (-2.10, -3.47, 5.88)
H (1.61, 0.40, 3.25)
H (2.61, -0.41, 5.38)
H (1.39, -2.08, 6.76)
H (-1.88, -1.95, 4.02)

**Orbital gap**: 3.2264 eV
**Charge**: -2
**LUMO energy**: 2.9 eV
**Multiplicity**: 1


(5)
Computed, not measured: a cluster of 3 separate species, C4H12O3S in total in a non-equilibrium geometry, with ωB97M-V/def2-TZVPD.

Element x y z (Å)
O (0.87, -1.36, -2.38)
C (0.11, -1.88, -1.60)
C (-0.36, -1.14, -0.39)
C (0.76, -0.41, 0.44)
C (0.10, 0.39, 1.53)
S (1.07, 1.61, 2.42)
H (-0.30, -2.86, -1.84)
H (-0.66, -1.83, 0.43)
H (-1.18, -0.47, -0.68)
H (1.59, -1.10, 0.66)
H (1.18, 0.27, -0.34)
H (-0.48, -0.29, 2.17)
H (-0.72, 1.04, 1.11)
H (0.88, 1.19, 3.67)
O (-3.79, 1.03, 0.47)
H (-3.47, 0.34, 1.06)
H (-4.32, 0.88, -0.30)
O (2.54, 1.60, -2.02)
H (2.90, 1.83, -2.88)
H (3.28, 1.17, -1.56)

**SMILES string**: O=CCCCS.O.O
**Orbital gap**: 9.6107 eV
**LUMO energy**: 0.6 eV
**Multiplicity**: 1


(6)
Computed, not measured: the molecule C4H4NO2PS in a non-equilibrium geometry, with ωB97M-V/def2-TZVPD.

Element x y z (Å)
C (1.78, -0.63, -1.60)
C (0.66, -0.37, -1.34)
N (-0.49, 0.28, -0.95)
C (-0.65, 0.01, 0.44)
C (-1.24, 1.01, -1.78)
O (-1.23, 0.94, -2.99)
O (-2.24, 1.81, -1.08)
P (-3.59, 2.67, -1.62)
S (-4.38, 3.38, 0.02)
H (2.72, -0.99, -2.02)
H (-1.46, 0.48, 0.85)
H (0.35, 0.41, 1.04)
H (-0.57, -1.10, 0.52)

**SMILES string**: C#CN(C)C(=O)OP=S
**Orbital gap**: 8.3907 eV
**LUMO energy**: -1.3 eV
**Multiplicity**: 1


(7)
Computed, not measured: a structure of composition C26H25BiCl2N5O2S6, with ωB97M-V/def2-TZVPD.

Element x y z (Å)
Bi (-1.10, -1.07, -0.70)
C (-6.03, -1.59, -1.26)
C (-4.65, -1.32, -0.74)
N (-3.75, -0.70, -1.39)
N (-4.05, -0.15, -2.59)
C (-3.12, 0.46, -3.37)
N (-3.64, 1.13, -4.41)
S (-1.46, 0.37, -3.18)
C (-4.31, -1.75, 0.65)
C (-5.32, -2.13, 1.52)
C (-5.00, -2.45, 2.83)
C (-3.68, -2.39, 3.24)
C (-2.73, -2.02, 2.30)
N (-3.02, -1.70, 1.05)
H (-6.05, -1.60, -2.35)
H (-6.74, -0.85, -0.89)
H (-6.36, -2.58, -0.93)
H (-5.01, -0.14, -2.90)
H (-4.62, 1.33, -4.50)
H (-3.00, 1.62, -5.02)
H (-6.35, -2.17, 1.20)
H (-5.78, -2.73, 3.52)
H (-3.39, -2.63, 4.25)
H (-1.68, -1.96, 2.58)
S (0.17, 3.85, 4.84)
C (-0.10, 2.78, 3.64)
S (-1.23, 3.03, 2.34)
C (-0.97, 1.52, 1.51)
C (-0.09, 0.67, 2.07)
S (0.42, -0.86, 1.40)
S (0.64, 1.21, 3.57)
S (-1.87, 1.25, 0.04)
C (5.71, 0.27, 4.43)
O (5.23, 0.29, 3.09)
C (4.72, 1.45, 2.61)
C (4.85, 2.68, 3.23)
C (4.26, 3.81, 2.67)
C (3.53, 3.70, 1.50)
C (3.40, 2.47, 0.87)
C (4.00, 1.34, 1.41)
N (3.85, 0.00, 0.95)
C (3.23, -0.53, -0.08)
C (3.00, 0.03, -1.36)
C (3.93, 0.92, -1.95)
C (3.81, 1.31, -3.25)
C (2.75, 0.81, -4.02)
C (1.84, -0.07, -3.48)
C (1.91, -0.49, -2.13)
O (1.04, -1.32, -1.65)
H (4.99, 0.72, 5.11)
H (6.67, 0.79, 4.50)
H (5.86, -0.77, 4.68)
H (5.41, 2.77, 4.15)
H (4.35, 4.76, 3.17)
H (3.05, 4.57, 1.07)
H (2.80, 2.40, -0.03)
H (4.11, -0.64, 1.69)
H (2.94, -1.56, 0.06)
H (4.79, 1.23, -1.37)
H (4.54, 1.97, -3.69)
H (2.66, 1.10, -5.06)
H (1.04, -0.48, -4.09)
Cl (-0.57, -3.25, -4.43)
C (-2.11, -4.11, -4.36)
Cl (-3.22, -3.40, -3.16)
H (-1.91, -5.13, -4.07)
H (-2.59, -4.06, -5.33)

**Orbital gap**: 6.1957 eV
**Charge**: +1
**LUMO energy**: -3.1 eV
**Multiplicity**: 1


(8)
Computed, not measured: a structure of composition C13H27ClIN2OP2Pb in a non-equilibrium geometry, with ωB97M-V/def2-TZVPD.

Element x y z (Å)
C (0.25, 0.93, -2.08)
I (-0.27, -1.28, 2.79)
H (-0.70, 1.49, -2.17)
H (0.34, 0.06, -2.75)
H (1.15, 1.57, -2.00)
Pb (-0.06, 0.03, 0.02)
P (-1.52, -1.93, -0.95)
C (-0.45, -3.33, -1.25)
C (-2.74, -2.31, 0.30)
H (-3.49, -2.84, -0.28)
H (-3.00, -2.16, -2.65)
H (-3.14, -1.38, 0.74)
H (-2.84, -0.39, -2.23)
H (0.03, -3.66, -0.32)
H (-2.26, -2.92, 1.08)
C (-2.31, -1.33, -2.45)
H (-1.15, -4.08, -1.62)
H (-1.56, -1.20, -3.24)
H (0.32, -3.07, -1.99)
P (1.16, 2.04, 1.20)
C (2.88, 1.59, 1.42)
C (0.96, 3.50, 0.18)
H (-0.74, 2.15, 2.67)
H (0.65, 3.27, 3.03)
H (0.74, 1.49, 3.47)
C (0.35, 2.25, 2.78)
H (-0.10, 3.62, -0.08)
H (1.32, 4.27, 0.86)
H (3.28, 2.47, 1.93)
H (3.38, 1.43, 0.45)
H (1.58, 3.40, -0.72)
H (2.96, 0.68, 2.03)
Cl (-2.31, 1.44, 0.22)
N (4.54, -4.77, 1.81)
C (3.32, -4.29, 1.48)
O (2.27, -4.84, 1.79)
C (3.35, -3.05, 0.67)
C (4.42, -2.47, -0.05)
C (4.26, -1.30, -0.80)
C (3.00, -0.69, -0.86)
N (2.01, -1.28, -0.18)
C (2.12, -2.41, 0.55)
H (4.54, -5.61, 2.39)
H (5.43, -4.34, 1.63)
H (5.39, -2.95, 0.00)
H (5.07, -0.82, -1.35)
H (2.80, 0.25, -1.39)
H (1.22, -2.72, 1.08)

**Orbital gap (spin up / spin down)**: 3.7368 / 3.7081 eV
**Charge**: +3
**LUMO energy (spin up / spin down)**: -14.2 / -14.2 eV
**Multiplicity**: 1


(9)
Computed, not measured: a structure of composition C3H8AgNO3P, with ωB97M-V/def2-TZVPD.

Element x y z (Å)
C (0.03, -0.35, -1.59)
N (-0.54, -0.11, -0.22)
C (-1.80, -0.76, 0.03)
O (-2.76, -0.08, 0.28)
O (-1.87, -2.07, -0.10)
P (0.56, -0.16, 1.21)
C (1.01, 1.61, 1.28)
O (1.98, -0.66, 0.58)
H (1.09, -0.61, -1.51)
H (-0.50, -1.17, -2.07)
H (-0.06, 0.53, -2.23)
H (-1.03, -2.51, 0.10)
H (0.95, 2.08, 0.28)
H (2.02, 1.75, 1.64)
H (0.31, 2.12, 1.96)
H (2.15, -1.60, 0.69)
Ag (-1.56, 1.97, -0.34)

**Orbital gap**: 8.2558 eV
**Charge**: +1
**LUMO energy**: -5.2 eV
**Multiplicity**: 1